C7H12ClN5 | ωB97M-V/def2-TZVPD

The value obtained for the maximum force is 7.87 eV/A. For the HOMO-LUMO gap, the calculation gives 8.819 eV. The total charge is +2.

Each line ends with the Löwdin charge.
Geometry (Å):
C  -0.499  -0.478  0.499  -0.012
C  -1.157  -1.356  0.052  -0.017
C  1.506  -0.159  -0.425  -0.237
C  1.081  0.710  -1.366  -0.545
C  0.919  0.142  0.869  -0.365
C  -0.296  1.878  0.078  -0.401
C  -2.433  -2.079  -0.140  -0.048
N  0.233  1.781  -1.146  0.167
N  0.370  1.471  1.108  0.180
N  1.093  -0.472  2.181  0.137
N  -1.345  2.668  0.220  0.294
N  2.144  -1.435  -0.726  0.253
Cl  1.823  0.627  -2.950  0.863
H  -2.678  -2.744  0.648  0.084
H  -2.520  -2.654  -1.033  0.075
H  -3.211  -1.347  -0.369  0.102
H  -0.156  2.141  -2.034  0.196
H  0.265  1.727  2.052  0.173
H  0.994  -1.495  2.104  0.122
H  0.302  -0.102  2.681  0.098
H  -1.809  3.001  -0.612  0.156
H  -1.577  3.068  1.103  0.152
H  2.334  -1.143  -1.865  0.188
H  1.541  -2.281  -0.624  0.197
H  3.077  -1.469  -0.305  0.188

C7H12ClNO2 | ωB97M-V/def2-TZVPD

For the energy above the lowest of the compared OMol25 structures with the same formula, charge and spin, the calculation gives 0.149 eV. The value obtained for the maximum force is 3.15 eV/A. For the HOMO-LUMO gap, the calculation gives 10.077 eV. The total charge is 0.

Each line ends with the Löwdin charge.
Geometry (Å):
C  -0.100  -1.375  0.217  -0.480
C  0.828  -0.506  1.107  -0.208
C  0.406  0.712  0.262  -0.369
C  0.271  -0.587  2.536  -0.052
C  -0.191  1.971  0.794  -0.034
C  1.203  0.822  -0.964  -0.069
C  -1.381  -1.156  -2.392  -0.519
N  -0.893  -0.347  -0.202  0.034
O  -0.093  -2.554  -0.028  0.099
O  -1.711  -0.382  -1.292  -0.106
Cl  -0.339  -0.242  -3.567  0.572
H  1.881  -0.794  1.138  0.151
H  0.783  -1.567  2.972  0.132
H  -0.862  -0.588  2.515  0.105
H  0.548  0.304  3.027  0.046
H  0.424  2.861  1.108  0.109
H  -0.953  1.889  1.579  0.081
H  -0.867  2.207  -0.079  0.107
H  0.850  1.711  -1.536  0.100
H  1.161  -0.104  -1.562  0.057
H  2.162  1.045  -0.549  0.089
H  -2.348  -1.318  -2.897  0.102
H  -0.779  -2.000  -2.188  0.053

C7H12ClO5Y | ωB97M-V/def2-TZVPD

For the energy above the lowest of the compared OMol25 structures with the same formula, charge and spin, the calculation gives 6.085 eV. The value obtained for the maximum force is 6.56 eV/A. For the HOMO-LUMO gap, the calculation gives 5.272 eV. The total charge is +2.

Each line ends with the Löwdin charge.
Geometry (Å):
Y  0.118  -3.101  30.505  1.686
Cl  -0.129  -3.770  32.567  0.576
O  3.049  -4.707  31.364  0.060
C  3.162  -4.420  32.542  -0.459
O  4.309  -4.526  33.290  0.020
C  5.415  -5.308  32.752  -0.183
C  6.598  -5.495  33.750  -0.036
C  1.938  -3.916  33.312  -0.198
H  5.721  -5.003  31.751  0.128
H  5.021  -6.324  32.757  0.124
H  7.054  -4.537  34.001  0.088
H  7.231  -6.265  33.310  0.090
H  6.189  -6.118  34.546  0.083
H  1.157  -4.676  33.325  0.001
H  1.668  -2.901  33.020  0.037
H  2.314  -3.778  34.326  0.127
C  -1.412  -0.654  34.350  -0.169
C  -1.417  -2.067  34.468  -0.280
O  -0.431  -2.411  35.346  0.072
C  0.332  -1.297  35.579  -0.464
O  1.291  -1.298  36.372  0.156
O  -0.234  -0.249  34.946  0.121
H  -2.316  -0.283  34.834  0.158
H  -1.532  -0.437  33.288  0.134
H  -1.289  -2.625  33.540  -0.032
H  -2.374  -2.326  34.922  0.161

C7H12CuN3 | ωB97M-V/def2-TZVPD

For the energy above the lowest of the compared OMol25 structures with the same formula, charge and spin, the calculation gives 0.328 eV. Its multiplicity is 2. The value obtained for the maximum force is 2.86 eV/A. For the HOMO-LUMO gap (alpha / beta), the calculation gives 4.236 / 5.601 eV. The total charge is -1.

Each line ends with the Löwdin charge.
Geometry (Å):
C  -0.143  -1.397  -1.669  -0.058
Cu  0.314  0.045  1.448  -0.020
N  0.392  1.733  0.416  -0.044
H  -1.039  -0.787  -1.521  0.022
H  -0.546  1.929  0.042  0.045
H  0.685  0.734  2.780  -0.125
H  0.468  -0.993  -2.479  0.008
H  -0.426  -2.412  -1.941  0.012
H  0.459  -1.421  -0.746  -0.001
H  0.652  2.448  1.095  0.014
H  1.077  1.695  -0.336  0.030
N  -5.331  -2.603  5.068  0.048
C  -4.542  -2.257  4.270  -0.254
C  -3.524  -1.817  3.336  -0.312
C  -3.297  -0.447  3.159  -0.085
C  -2.186  -0.016  2.447  -0.211
N  -1.277  -0.903  1.958  -0.151
C  -1.566  -2.226  1.966  -0.177
C  -2.690  -2.708  2.647  -0.087
H  -3.938  0.310  3.607  0.094
H  -1.977  1.055  2.313  0.074
H  -0.885  -2.916  1.454  0.089
H  -2.883  -3.777  2.679  0.088